## i
Computed, not measured: a structure of composition C4H12NO2, with ωB97M-V/def2-TZVPD.

Each line ends with the Löwdin charge.
Cartesian coordinates (Å):
C: 0.13 0.96 -0.88  -0.294
N: 1.00 0.88 0.29  -0.052
C: 2.09 -0.10 0.04  -0.388
O: 1.60 -1.37 -0.23  -0.243
C: -1.32 1.30 -0.60  -0.256
C: -2.03 0.20 0.21  -0.119
H: 0.25 0.09 -1.52  0.107
H: 0.49 1.80 -1.50  0.099
H: 0.49 0.46 1.05  0.074
H: 2.72 -0.17 0.94  0.095
H: 2.76 0.21 -0.78  0.093
H: -1.54 2.24 -0.09  0.092
H: -1.76 1.29 -1.60  0.091
H: -1.42 -0.50 0.80  0.053
H: -2.45 -0.57 -0.47  0.068
H: -2.83 0.58 0.85  0.055
H: 0.43 -3.18 1.16  -0.067
H: 0.97 -1.76 0.68  -0.036
O: 0.41 -2.35 1.65  -0.370

## Properties
- charge = -1
- LUMO (eV) = 4.1
- E_HOMO (eV) = -3.81
- Kohn-Sham gap (eV) = 7.889


## ii
Computed, not measured: a cluster of 2 separate species, C4H12NO2 in total, with ωB97M-V/def2-TZVPD.

Each line ends with the Löwdin charge.
Cartesian coordinates (Å):
N: 2.25 -0.65 -2.42  -0.055
C: 1.94 0.36 -1.32  -0.607
O: 0.64 0.60 -1.19  -0.341
H: 1.38 -1.18 -2.44  0.023
H: 2.26 -0.16 -3.30  0.006
H: 2.44 -0.05 -0.41  0.059
H: 2.53 1.26 -1.61  0.066
C: -1.69 0.65 0.55  -0.281
O: -3.11 0.84 0.72  -0.108
C: -1.23 -0.33 1.63  -0.256
C: 0.23 -0.72 1.45  -0.136
H: -1.49 0.19 -0.41  0.093
H: -1.17 1.60 0.65  0.111
H: -3.46 1.25 -0.05  0.053
H: -1.51 0.07 2.61  0.096
H: -1.80 -1.26 1.51  0.099
H: 0.92 0.12 1.49  0.064
H: 0.57 -1.50 2.13  0.058
H: 0.31 -1.09 0.42  0.056

## Properties
- charge = -1
- LUMO (eV) = 3.7
- E_HOMO (eV) = -2.77
- Kohn-Sham gap (eV) = 6.464


## iii
Computed, not measured: a cluster of 2 separate species, C4H12NO2 in total, with ωB97M-V/def2-TZVPD.

Each line ends with the Löwdin charge.
Cartesian coordinates (Å):
C: 1.98 -0.06 0.34  -0.117
N: 0.86 -1.05 0.75  -0.097
C: -1.67 -1.50 0.68  -0.109
C: -0.55 -0.45 0.76  -0.364
C: -0.86 0.61 -0.44  -0.377
O: -0.15 1.74 -0.12  -0.306
H: 2.00 0.83 1.00  0.074
H: 2.81 -0.75 0.28  0.048
H: 1.76 0.40 -0.62  0.041
H: 1.02 -1.31 1.72  0.069
H: -1.40 -2.43 0.24  0.050
H: -2.54 -1.08 0.18  0.049
H: -2.12 -1.65 1.64  0.043
H: -0.62 0.07 1.70  0.105
H: -1.97 0.78 -0.24  0.088
H: -0.73 0.06 -1.45  0.126
H: 0.34 2.12 -1.33  -0.008
H: 0.96 1.42 -2.78  -0.051
O: 0.92 2.25 -2.30  -0.264

## Properties
- charge = -1
- LUMO (eV) = 4.1
- E_HOMO (eV) = -3.58
- Kohn-Sham gap (eV) = 7.673


## iv
Computed, not measured: a cluster of 2 separate species, C4H12NO2 in total, with ωB97M-V/def2-TZVPD.

Each line ends with the Löwdin charge.
Cartesian coordinates (Å):
C: -1.71 0.32 -1.24  -0.504
O: -2.92 0.43 -0.64  -0.362
C: -0.50 -0.25 -0.37  -0.421
C: 0.79 -0.31 -1.17  -0.288
C: 2.14 0.18 -0.50  -0.120
N: -0.54 0.34 1.00  -0.014
H: -1.76 -0.44 -2.07  0.081
H: -1.38 1.22 -1.74  0.063
H: -0.53 -1.35 -0.28  0.113
H: 0.97 -1.39 -1.61  0.124
H: 0.67 0.41 -2.05  0.094
H: 2.21 -0.67 0.15  0.049
H: 1.81 1.11 -0.04  0.045
H: 2.80 0.36 -1.41  0.085
H: -0.18 1.33 1.02  0.075
H: -1.62 0.49 1.02  0.092
H: 0.41 -0.38 2.71  -0.035
H: -0.80 -0.95 3.57  0.092
O: 0.13 -0.45 3.63  -0.168

## Properties
- charge = -1
- LUMO (eV) = 3.8
- E_HOMO (eV) = -2.76
- Kohn-Sham gap (eV) = 6.594


Energetically preferred structure: i | next structure: +8.8 kcal/mol


## i
Computed, not measured: a cluster of 2 separate species, C4H12NO2 in total, with ωB97M-V/def2-TZVPD.

Each line ends with the Löwdin charge.
Cartesian coordinates (Å):
C: 0.57 -2.44 -0.21  -0.197
N: -0.47 -1.53 -0.62  -0.159
C: 0.19 -0.43 -1.56  -0.579
O: 0.56 -0.92 -2.69  -0.282
H: 1.42 -2.23 -0.90  0.070
H: 0.22 -3.48 -0.26  0.060
H: 0.93 -2.31 0.83  0.059
H: -1.07 -1.98 -1.32  0.088
H: 1.05 -0.07 -0.87  0.087
H: -0.54 0.42 -1.53  0.075
C: -0.16 1.31 1.49  -0.388
O: -1.17 0.38 1.24  -0.134
C: -0.28 2.59 0.65  -0.109
H: -0.23 1.56 2.57  0.090
H: 0.85 0.84 1.43  0.106
H: -0.95 -0.36 0.60  0.028
H: -1.30 2.84 0.48  0.049
H: 0.32 3.44 1.08  0.074
H: 0.06 2.37 -0.40  0.064

## Properties
- charge = -1
- LUMO (eV) = 4.0
- E_HOMO (eV) = -3.01
- Kohn-Sham gap (eV) = 6.993


## ii
Computed, not measured: a cluster of 2 separate species, C4H12NO2 in total, with ωB97M-V/def2-TZVPD.

Each line ends with the Löwdin charge.
Cartesian coordinates (Å):
C: -0.69 -0.56 0.30  -0.289
N: 0.69 -0.80 -0.21  -0.064
C: 0.74 -0.23 -1.64  -0.489
O: 1.06 1.06 -1.64  -0.254
C: -0.86 0.17 1.64  -0.246
C: -1.65 -0.63 2.72  -0.131
H: -1.30 -0.05 -0.45  0.087
H: -1.14 -1.58 0.34  0.098
H: 1.31 -0.15 0.27  0.063
H: 1.42 -0.86 -2.27  0.091
H: -0.24 -0.54 -2.09  0.086
H: -1.35 1.14 1.52  0.100
H: 0.18 0.30 1.96  0.093
H: -1.46 0.01 3.60  0.059
H: -2.72 -0.58 2.51  0.056
H: -1.31 -1.63 3.00  0.064
H: 3.12 2.05 -3.15  -0.051
H: 1.77 1.27 -2.79  -0.034
O: 2.42 1.63 -3.62  -0.239

## Properties
- charge = -1
- LUMO (eV) = 3.6
- E_HOMO (eV) = -3.65
- Kohn-Sham gap (eV) = 7.288


## iii
Computed, not measured: a structure of composition C4H12NO2, with ωB97M-V/def2-TZVPD.

Each line ends with the Löwdin charge.
Cartesian coordinates (Å):
C: 1.87 -1.07 1.20  -0.113
C: 0.42 -1.59 0.99  -0.373
N: 0.08 -2.00 -0.35  -0.038
C: 0.29 -0.55 -1.46  -0.112
C: -0.59 0.56 -0.91  -0.368
O: 0.11 1.42 -0.05  -0.150
H: 2.52 -1.48 0.42  0.059
H: 2.34 -1.37 2.15  0.051
H: 1.81 0.05 1.23  0.066
H: 0.24 -2.47 1.61  0.087
H: -0.20 -0.78 1.42  0.096
H: 0.87 -1.63 -1.01  -0.012
H: -0.26 -1.00 -2.28  0.095
H: 1.26 -0.04 -1.64  0.124
H: -1.06 1.05 -1.79  0.114
H: -1.50 0.14 -0.43  0.115
H: -2.21 3.30 1.07  -0.142
H: -0.67 2.05 0.19  0.009
O: -2.13 2.67 0.35  -0.508

## Properties
- charge = -1
- LUMO (eV) = 3.9
- E_HOMO (eV) = -3.45
- Kohn-Sham gap (eV) = 7.303


Energetically preferred structure: ii | next structure: +8.9 kcal/mol


## i
Computed, not measured: a cluster of 2 separate species, C4H11N3O2 in total, with ωB97M-V/def2-TZVPD.

Each line ends with the Löwdin charge.
Cartesian coordinates (Å):
C: -0.17 4.07 -0.05  0.032
C: -0.15 2.57 0.08  -0.533
O: -0.51 2.23 1.32  0.117
O: 0.19 1.79 -0.78  0.067
H: 0.05 4.32 -1.09  0.092
H: 0.55 4.48 0.65  0.100
H: -1.18 4.46 0.12  0.100
C: -0.04 -4.03 -0.69  -0.012
C: 0.16 -1.60 0.06  -0.482
N: 0.44 -1.11 1.21  0.303
N: 0.68 -2.86 -0.23  0.092
N: -0.45 -0.91 -0.90  0.214
H: 1.02 -1.49 1.96  0.115
H: -0.59 1.28 1.48  0.101
H: 1.65 -2.96 0.03  0.164
H: -0.33 -1.26 -1.83  0.130
H: -0.41 0.13 -0.82  0.080
H: -0.47 -4.48 0.21  0.113
H: 0.62 -4.75 -1.16  0.106
H: -0.81 -3.78 -1.42  0.101

## Properties
- charge = +1
- LUMO (spin up / spin down) (eV) = -3.3 / -7.7
- E_HOMO (spin up / spin down) (eV) = -14.17 / -14.16
- expectation value of S² = 0.772
- multiplicity = 2
- Kohn-Sham gap (spin up / spin down) (eV) = 10.892 / 6.425


## ii
Computed, not measured: a cluster of 2 separate species, C4H11N3O2 in total, with ωB97M-V/def2-TZVPD.

Each line ends with the Löwdin charge.
Cartesian coordinates (Å):
C: 3.23 0.86 1.89  -0.068
C: 0.87 0.79 1.02  -0.377
N: 0.96 0.45 -0.23  0.294
N: 1.78 1.28 1.97  0.054
N: -0.42 0.91 1.61  0.225
H: 1.93 0.52 -0.81  0.206
H: -0.56 0.34 -1.63  0.080
H: 1.71 1.19 3.10  0.233
H: -0.68 1.69 2.09  0.089
H: -1.19 0.81 0.98  0.093
H: 3.94 1.61 2.44  0.136
H: 3.56 0.60 0.89  0.069
H: 3.43 -0.05 2.51  0.106
C: -1.64 -2.49 -1.75  0.015
C: -1.80 -1.05 -1.59  -0.546
O: -0.93 -0.28 -2.33  0.027
O: -2.49 -0.38 -0.82  0.049
H: -1.34 -2.78 -2.77  0.110
H: -2.59 -2.98 -1.52  0.102
H: -1.00 -2.79 -0.92  0.104

## Properties
- charge = +1
- LUMO (spin up / spin down) (eV) = -3.9 / -8.9
- E_HOMO (spin up / spin down) (eV) = -13.28 / -13.27
- expectation value of S² = 0.768
- multiplicity = 2
- Kohn-Sham gap (spin up / spin down) (eV) = 9.403 / 4.390


Energetically preferred structure: i | next structure: +54.9 kcal/mol


## i
Computed, not measured: an isolated molecule of FH3P2S2, with ωB97M-V/def2-TZVPD.

Each line ends with the Löwdin charge.
Cartesian coordinates (Å):
F: 2.99 -1.38 -0.82  -0.540
P: 2.77 -0.26 0.40  0.386
S: 1.01 0.53 -0.16  0.123
P: -1.00 -0.44 0.53  0.224
S: -2.53 0.75 -0.42  0.190
H: 1.26 1.69 0.52  -0.084
H: -1.06 -1.43 -0.63  -0.098
H: -3.43 0.54 0.59  -0.201

## Properties
- structure (SMILES) = FP=[SH]#[PH]S
- charge = 0
- LUMO (spin up / spin down) (eV) = -0.4 / -0.4
- E_HOMO (spin up / spin down) (eV) = -7.31 / -7.31
- Kohn-Sham gap (spin up / spin down) (eV) = 6.901 / 6.900


## ii
Computed, not measured: a cluster of 2 separate species, FH3P2S2 in total, with ωB97M-V/def2-TZVPD.

Each line ends with the Löwdin charge.
Cartesian coordinates (Å):
S: -0.05 3.04 -0.44  0.055
P: -0.86 1.33 -0.01  -0.110
S: -1.59 0.42 -1.70  0.235
H: -0.61 0.82 -2.52  -0.185
F: 1.21 -2.66 0.97  -0.436
P: 0.55 -1.20 0.67  0.721
H: 1.51 -0.50 1.31  -0.120
H: -0.17 -1.24 1.73  -0.159

## Properties
- structure (SMILES) = S=PS.FP
- charge = 0
- LUMO (eV) = -1.9
- E_HOMO (eV) = -9.20
- Kohn-Sham gap (eV) = 7.332


Energetically preferred structure: ii | next structure: +29.8 kcal/mol


## i
Computed, not measured: an isolated molecule of C6H6F2, with ωB97M-V/def2-TZVPD.

Each line ends with the Löwdin charge.
Cartesian coordinates (Å):
C: -2.19 1.00 0.39  0.091
C: -0.93 0.11 0.30  -0.280
C: 0.54 0.47 0.87  -0.205
C: 1.05 0.36 2.05  0.058
C: 0.20 0.91 -0.43  -0.031
C: -1.20 -1.38 0.21  -0.161
F: -3.28 0.22 0.26  -0.026
F: -0.91 -2.04 -0.98  -0.036
H: 0.42 -0.03 2.80  0.056
H: 2.16 0.62 2.36  0.119
H: 0.73 0.43 -1.27  0.135
H: -0.07 1.87 -0.60  0.073
H: -2.25 -1.58 0.30  0.112
H: -0.57 -1.72 0.97  0.096

## Properties
- charge = 0
- LUMO (eV) = 0.1
- E_HOMO (eV) = -9.14
- Kohn-Sham gap (eV) = 9.201


## ii
Computed, not measured: an isolated molecule of C6H6F2, with ωB97M-V/def2-TZVPD.

Each line ends with the Löwdin charge.
Cartesian coordinates (Å):
C: 2.42 1.75 -0.09  0.005
C: 1.34 1.02 -0.07  -0.112
C: 0.08 0.55 -0.11  -0.028
C: -0.05 -0.98 -0.10  -0.177
C: -1.23 -1.71 0.55  -0.034
C: 0.82 -1.70 -0.77  -0.348
F: 0.58 -2.97 -0.90  0.146
F: 2.01 -1.32 -1.31  0.109
H: 3.25 1.73 -0.83  0.077
H: 2.62 2.26 0.85  0.056
H: -0.64 1.27 -0.37  0.090
H: -0.94 -2.72 0.69  0.059
H: -2.18 -1.76 0.02  0.084
H: -1.44 -1.34 1.53  0.072

## Properties
- structure (SMILES) = C=C=CC(C)=C(F)F
- charge = 0
- LUMO (eV) = 0.9
- E_HOMO (eV) = -8.80
- Kohn-Sham gap (eV) = 9.704


Energetically preferred structure: ii | next structure: +69.6 kcal/mol


## i
Computed, not measured: a cluster of 2 separate species, C4H6N2 in total, with ωB97M-V/def2-TZVPD.

Each line ends with the Löwdin charge.
Cartesian coordinates (Å):
C: 1.85 -1.45 -0.03  0.040
C: 1.63 -0.20 0.37  -0.145
C: 0.78 0.70 -0.42  -0.244
N: 0.37 1.64 -0.97  0.148
H: 2.78 -1.96 0.18  0.065
H: 1.21 -1.95 -0.74  0.071
H: 2.41 0.32 0.91  0.102
C: -2.33 0.55 0.58  -0.147
N: -1.90 -0.02 -0.47  -0.001
H: -3.36 0.37 0.87  0.053
H: -2.01 1.53 0.94  0.049
H: -1.44 0.48 -1.23  0.009

## Properties
- structure (SMILES) = C=CC#N.C=N
- charge = 0
- LUMO (eV) = 0.2
- E_HOMO (eV) = -8.90
- Kohn-Sham gap (eV) = 9.148


## ii
Computed, not measured: an isolated molecule of C4H6N2, with ωB97M-V/def2-TZVPD.

Each line ends with the Löwdin charge.
Cartesian coordinates (Å):
C: 1.45 0.64 0.41  -0.037
C: 0.24 -0.14 0.12  -0.383
C: -0.99 -0.05 0.75  -0.066
C: -1.87 -0.30 -0.32  -0.116
N: -1.17 -0.94 -1.44  0.021
N: 0.11 -0.77 -1.05  -0.042
H: 2.23 0.40 -0.30  0.074
H: 1.26 1.72 0.32  0.092
H: 1.78 0.45 1.43  0.076
H: -1.09 0.05 1.85  0.116
H: -2.89 0.16 -0.33  0.100
H: 0.95 -1.21 -1.43  0.165

## Properties
- structure (SMILES) = Cc1ccn[nH]1
- charge = 0
- LUMO (eV) = 0.9
- E_HOMO (eV) = -8.47
- Kohn-Sham gap (eV) = 9.415


## iii
Computed, not measured: an isolated molecule of C4H6N2, with ωB97M-V/def2-TZVPD.

Each line ends with the Löwdin charge.
Cartesian coordinates (Å):
C: -1.27 -1.09 -0.62  -0.042
C: -0.78 -0.30 0.70  -0.398
N: 0.51 -0.87 1.10  0.076
C: 0.13 0.62 0.83  -0.240
C: 0.66 1.17 -0.49  -0.124
N: 1.15 1.27 -1.55  0.142
H: -1.49 -2.10 -0.15  0.085
H: -0.31 -1.40 -1.38  0.138
H: -2.07 -0.82 -1.17  0.004
H: -1.58 -0.77 1.33  0.149
H: 1.17 -1.30 0.41  0.115
H: 0.23 1.17 1.66  0.096

## Properties
- structure (SMILES) = C[C@H]1N[C@H]1C#N
- charge = 0
- LUMO (eV) = 0.9
- E_HOMO (eV) = -10.12
- Kohn-Sham gap (eV) = 11.050


## iv
Computed, not measured: an isolated molecule of C4H6N2, with ωB97M-V/def2-TZVPD.

Each line ends with the Löwdin charge.
Cartesian coordinates (Å):
C: 1.03 -1.06 0.51  -0.070
N: -0.10 -0.43 -0.08  -0.204
C: -0.31 0.08 -1.36  -0.053
C: -0.44 0.94 -0.02  -0.239
C: -1.50 1.18 0.99  -0.165
N: -2.20 1.29 1.90  0.128
H: 0.78 -1.18 1.56  0.090
H: 1.98 -0.51 0.43  0.086
H: 1.13 -2.05 0.05  0.087
H: -1.22 -0.16 -1.89  0.095
H: 0.58 0.12 -2.04  0.118
H: 0.26 1.78 -0.04  0.126

## Properties
- structure (SMILES) = CN1C[C@H]1C#N
- charge = 0
- LUMO (eV) = 0.8
- E_HOMO (eV) = -9.64
- Kohn-Sham gap (eV) = 10.452


Energetically preferred structure: ii | next structure: +13.0 kcal/mol